28
Properties=species:S:1:pos:R:3 method="wB97M-V/def2-TZVPD" homo_energy_ev=-8.58 gap_ev=7.98 smiles=Fc1cc2n[nH]cc2cc1Nc1[nH]cnc2nnc(Br)c1-2 largest_force_ev_per_a=6.2 relative_energy_kcal_mol=5.6
F 0.92 2.45 0.91
Br -1.72 -0.48 5.16
N 0.03 -2.80 5.16
N 0.79 -3.63 4.33
N 1.51 -3.59 1.99
N -2.01 2.32 -2.95
C -0.45 -1.80 4.36
C 0.89 -3.12 3.16
C 1.36 -2.91 0.89
C 0.24 -1.95 3.11
C 0.12 -1.24 1.96
C -3.21 0.51 -2.12
C 0.08 1.76 0.09
C -0.68 0.63 0.59
C -0.26 2.31 -1.10
C -1.81 0.29 -0.14
C -1.40 1.85 -1.89
C -2.16 0.80 -1.35
N -2.99 1.40 -3.21
N 0.64 -1.76 0.83
N -0.28 0.08 1.85
H 1.64 -3.25 -0.09
H -4.02 -0.14 -1.95
H 0.43 3.15 -1.44
H -2.35 -0.58 0.22
H -3.67 1.44 -4.01
H 0.37 -1.27 -0.01
H 0.48 0.69 2.21



71
Properties=species:S:1:pos:R:3 method="wB97M-V/def2-TZVPD" multiplicity=4 homo_energy_ev="-4.20 / -4.29" gap_ev="6.34 / 6.26" largest_force_ev_per_a=1.5 relative_energy_kcal_mol=21.6 s_squared=3.79 charge=-1
Cr 0.07 0.14 -0.04
C 1.26 0.26 4.20
C 0.03 0.42 4.81
C -1.09 0.63 4.04
C -0.97 0.66 2.65
N 0.22 0.49 2.07
C 1.31 0.30 2.82
C -2.10 0.89 1.73
C -3.32 1.30 2.19
C -4.26 1.76 1.22
C -4.02 1.60 -0.09
C -2.86 0.74 -0.55
N -1.78 0.77 0.43
H 2.17 0.09 4.76
H -0.05 0.37 5.89
H -2.06 0.74 4.50
H 2.24 0.16 2.29
H -3.52 1.43 3.24
H -5.15 2.29 1.54
H -4.69 1.98 -0.85
H -2.47 1.14 -1.49
O 4.10 -1.10 -1.46
S 2.99 -1.43 -0.60
O 2.05 -2.43 -1.02
N 2.17 -0.09 -0.19
C 2.87 1.10 -0.03
C 4.22 1.27 0.20
C 4.78 2.55 0.34
C 4.03 3.69 0.25
C 2.64 3.57 0.03
C 1.77 4.67 -0.10
C 0.44 4.47 -0.32
C -0.05 3.15 -0.39
N 0.73 2.11 -0.26
C 2.07 2.28 -0.08
C 3.71 -2.02 0.92
C 2.88 -2.39 1.97
C 3.43 -2.88 3.14
C 4.81 -3.01 3.26
C 5.63 -2.66 2.20
C 5.08 -2.16 1.02
H 4.87 0.41 0.24
H 5.85 2.63 0.51
H 4.47 4.67 0.34
H 2.17 5.67 -0.02
H -0.25 5.30 -0.43
H -1.10 2.94 -0.53
H 1.80 -2.29 1.88
H 2.78 -3.17 3.96
H 5.24 -3.40 4.17
H 6.71 -2.77 2.28
H 5.70 -1.89 0.18
S -0.25 0.13 -2.37
C -1.47 -0.94 -3.04
C -1.18 -1.40 -4.34
C -2.02 -2.25 -5.03
C -3.21 -2.67 -4.46
C -3.53 -2.21 -3.20
C -2.69 -1.36 -2.47
S -3.30 -0.96 -0.86
H -0.24 -1.09 -4.77
H -1.74 -2.59 -6.03
H -3.88 -3.34 -4.98
H -4.47 -2.50 -2.74
Cl -0.80 -5.29 1.70
C -0.98 -3.90 0.60
C -0.54 -2.57 1.21
O -0.41 -2.40 2.42
O -0.37 -1.71 0.28
H -2.04 -3.81 0.34
H -0.40 -4.08 -0.30



28
Properties=species:S:1:pos:R:3 method="wB97M-V/def2-TZVPD" homo_energy_ev=-8.72 gap_ev=9.61 smiles=CCCCNC(C)C.O largest_force_ev_per_a=5.3 relative_energy_kcal_mol=73.0
C 0.90 -0.13 1.05
N 0.59 0.56 -0.28
C -0.47 1.63 -0.18
C -0.24 2.80 0.77
C -0.95 1.99 -1.61
C -0.39 -0.49 1.76
C -0.11 -2.99 1.10
C -1.06 -1.86 1.23
H 1.55 -1.10 0.81
H 1.60 0.50 1.57
H 1.53 0.78 -0.76
H -1.41 1.02 0.19
H -0.37 2.31 1.81
H -0.98 3.43 0.59
H 0.61 3.35 0.53
H -0.16 1.80 -2.17
H -1.08 3.03 -1.92
H -1.69 1.30 -2.05
H -0.03 -0.60 2.70
H -1.09 0.33 1.86
H 0.87 -2.67 0.76
H -0.49 -3.67 0.39
H 0.14 -3.49 2.08
H -2.09 -2.07 1.80
H -1.20 -1.51 0.19
H 1.46 -0.87 -2.24
H 0.75 -1.83 -3.32
O 1.48 -1.20 -3.20



67
Properties=species:S:1:pos:R:3 method="wB97M-V/def2-TZVPD" homo_energy_ev=-12.59 gap_ev=5.25 largest_force_ev_per_a=1.7 charge=+2
C 7.23 -2.52 1.64
O 6.72 -1.20 1.50
C 5.57 -1.17 0.65
C 5.18 0.32 0.49
C 3.63 0.41 0.70
C 3.15 1.82 1.12
C 1.95 1.62 2.12
C 0.86 2.72 2.01
N -0.47 2.05 1.78
C -1.15 2.28 0.66
C -2.35 1.65 0.39
C -2.85 0.75 1.31
C -4.11 -0.03 1.13
C -5.19 0.04 1.99
C -6.28 -0.75 1.74
N -6.31 -1.57 0.69
C -7.45 -2.46 0.43
C -8.42 -2.14 -0.49
C -9.45 -3.04 -0.70
C -9.45 -4.22 0.00
C -8.49 -4.54 0.95
C -7.47 -3.63 1.15
C -5.29 -1.63 -0.19
C -4.18 -0.86 0.01
C -2.14 0.54 2.51
C -0.97 1.21 2.69
H 7.12 -3.12 0.72
H 6.79 -3.05 2.49
H 8.31 -2.43 1.82
H 4.79 -1.75 1.17
H 5.75 -1.67 -0.32
H 5.50 0.61 -0.52
H 5.69 0.90 1.26
H 3.40 -0.28 1.52
H 3.15 0.11 -0.24
H 2.74 2.39 0.27
H 3.92 2.37 1.66
H 2.32 1.63 3.15
H 1.52 0.64 1.88
H 0.74 3.28 2.95
H 1.01 3.43 1.19
H -0.76 2.98 -0.06
H -2.89 1.85 -0.53
H -5.16 0.70 2.86
H -7.16 -0.78 2.38
H -8.36 -1.20 -1.03
H -10.20 -2.80 -1.44
H -10.26 -4.93 -0.17
H -8.48 -5.45 1.53
H -6.68 -3.83 1.88
H -5.37 -2.30 -1.04
H -3.37 -0.94 -0.71
H -2.52 -0.15 3.25
H -0.41 1.02 3.60
C 5.68 2.26 -5.19
C 5.61 2.92 -3.81
C 4.28 2.39 -3.29
O 4.09 1.10 -3.88
C 5.05 0.91 -4.92
H 6.69 2.19 -5.59
H 5.07 2.83 -5.90
H 6.43 2.55 -3.19
H 5.65 4.00 -3.84
H 3.45 3.03 -3.61
H 4.26 2.30 -2.20
H 5.79 0.18 -4.57
H 4.55 0.49 -5.80



69
Properties=species:S:1:pos:R:3 method="wB97M-V/def2-TZVPD" multiplicity=5 homo_energy_ev="-19.52 / -20.22" gap_ev="7.05 / 5.36" largest_force_ev_per_a=3.8 s_squared=6.03 charge=+4
Ru 0.21 0.52 0.36
P -0.84 2.30 1.34
P 1.71 0.03 2.01
P -1.38 -0.91 0.93
H 1.48 0.58 -2.06
C 0.46 0.24 -1.83
C -0.55 1.25 -1.64
H -0.24 2.28 -1.88
C -0.21 3.99 1.06
C -0.89 2.31 3.17
C -2.58 2.56 0.82
C 2.91 -1.14 1.24
C 2.82 1.36 2.59
C 1.20 -0.71 3.61
C -2.83 -0.83 -0.18
C -2.23 -0.79 2.55
C -0.60 -2.57 1.00
H 0.16 -0.73 -2.24
H -1.59 0.99 -1.85
H 0.06 4.14 0.01
H 0.67 4.18 1.69
H -0.99 4.72 1.34
H 0.13 2.36 3.57
H -1.38 1.41 3.56
H -1.45 3.19 3.51
H -2.63 2.55 -0.28
H -2.91 3.55 1.18
H -3.25 1.80 1.21
H 3.63 -1.48 1.99
H 3.42 -0.60 0.43
H 2.37 -2.00 0.83
H 3.39 1.02 3.47
H 2.23 2.25 2.88
H 3.51 1.62 1.78
H 2.10 -0.88 4.22
H 0.68 -1.66 3.46
H 0.53 -0.01 4.15
H -3.50 -1.67 0.05
H -2.54 -0.89 -1.24
H -3.37 0.11 -0.01
H -2.91 -1.65 2.65
H -2.83 0.12 2.60
H -1.50 -0.82 3.38
H -1.36 -3.35 0.83
H -0.13 -2.74 1.97
H 0.18 -2.67 0.22
C -1.46 -4.09 -3.36
C -0.96 -5.41 -3.38
C -1.20 -6.24 -4.48
C -1.95 -5.79 -5.58
C -2.44 -4.47 -5.57
C -2.19 -3.62 -4.47
S -1.43 -3.15 -1.88
H -0.38 -2.25 -1.86
H -0.42 -5.75 -2.50
H -0.82 -7.26 -4.46
H -2.17 -6.45 -6.43
H -3.03 -4.11 -6.41
H -2.58 -2.61 -4.43
N 3.64 4.20 0.53
C 3.54 3.90 -0.93
C 2.25 3.10 -1.06
O 1.46 3.43 -1.96
O 2.12 2.22 -0.14
H 2.80 4.68 0.85
H 4.43 4.81 0.72
H 3.73 3.34 1.10
H 3.49 4.84 -1.50
H 4.41 3.32 -1.24



5
Properties=species:S:1:pos:R:3 method="wB97M-V/def2-TZVPD" homo_energy_ev="-11.35 / -9.76" gap_ev="8.14 / 5.47" largest_force_ev_per_a=1.2 relative_energy_kcal_mol=42.8
O 0.05 -0.05 2.05
F -0.66 1.57 -2.15
P -0.07 0.00 0.59
Br -1.33 -1.53 -0.26
Br 2.01 0.01 -0.23



15
Properties=species:S:1:pos:R:3 method="wB97M-V/def2-TZVPD" homo_energy_ev="-6.33 / -6.33" gap_ev="7.10 / 7.10" largest_force_ev_per_a=1.8 relative_energy_kcal_mol=135.0
C -0.89 -0.26 -0.73
N 1.39 1.50 -0.26
C 0.39 -1.08 0.78
C -0.60 0.34 0.50
C 0.67 0.99 0.78
C -1.63 -0.28 -1.80
N 0.02 -1.87 1.71
H 2.11 2.18 -0.10
H 1.09 1.27 -1.20
H 0.57 -2.72 1.72
H 1.24 -1.22 0.12
H -1.37 0.46 1.25
H 0.95 1.25 1.79
H -2.20 0.59 -2.14
H -1.75 -1.16 -2.42



85
Properties=species:S:1:pos:R:3 method="wB97M-V/def2-TZVPD" multiplicity=5 homo_energy_ev="-11.81 / -11.81" gap_ev="5.53 / 4.53" largest_force_ev_per_a=2.0 relative_energy_kcal_mol=34.7 s_squared=6.02 charge=+2
N -6.65 5.11 -5.16
C -6.45 5.60 -3.94
C -5.61 4.99 -3.01
C -4.94 3.79 -3.35
C -5.16 3.29 -4.65
C -6.03 3.99 -5.52
C -4.03 3.13 -2.41
Fe -1.54 0.39 0.16
P 5.05 -0.58 0.08
C -3.29 2.02 -2.72
C -2.04 1.74 -2.05
C -0.92 1.33 -2.80
C 0.37 1.44 -2.25
C 0.54 1.94 -0.96
C -0.54 2.46 -0.23
C -1.87 2.25 -0.72
Br 2.21 1.57 -0.14
H -3.91 3.65 -1.44
H -3.52 1.44 -3.62
H -5.49 5.46 -2.03
H -4.69 2.38 -5.02
H -6.98 6.53 -3.70
H -6.21 3.62 -6.53
H -1.07 1.07 -3.84
H -2.78 2.53 -0.19
H 1.23 1.11 -2.82
H -0.39 3.12 0.63
P -0.76 -1.77 -0.10
C 5.10 1.23 0.17
C 6.44 1.84 -0.24
H 4.82 1.55 1.19
H 4.36 1.62 -0.55
H 6.43 2.92 -0.02
H 7.26 1.38 0.31
H 6.62 1.73 -1.32
C 4.28 -1.01 -1.54
C 5.19 -2.06 -2.21
H 4.20 -0.11 -2.15
H 3.28 -1.42 -1.36
H 4.92 -2.20 -3.26
H 6.24 -1.75 -2.17
H 5.12 -3.04 -1.70
C 3.90 -1.22 1.35
C 4.73 -1.74 2.54
H 3.32 -2.03 0.88
H 3.22 -0.41 1.65
H 4.15 -2.46 3.13
H 5.64 -2.25 2.20
H 5.04 -0.93 3.20
C -0.66 -3.05 1.19
C -1.57 -4.28 1.08
H -0.82 -2.51 2.14
H 0.39 -3.37 1.21
H -2.62 -4.03 1.29
H -1.51 -4.76 0.10
H -1.26 -5.02 1.82
C 0.47 -2.40 -1.31
C 0.09 -2.23 -2.77
H 0.70 -3.45 -1.07
H 1.39 -1.83 -1.06
H -0.87 -2.70 -2.99
H 0.04 -1.17 -3.04
H 0.85 -2.71 -3.41
C -2.44 -1.85 -0.91
C -3.64 -1.80 0.05
H -2.41 -2.76 -1.52
H -2.51 -0.99 -1.61
H -4.18 -0.85 -0.07
H -4.34 -2.60 -0.21
H -3.36 -1.91 1.11
S -1.80 0.10 2.51
C -0.70 -0.30 3.79
N 0.18 0.65 4.25
C 0.51 0.67 5.70
C 0.83 -0.72 6.20
C -0.27 -1.68 5.83
N -0.69 -1.50 4.43
H 0.08 1.55 3.81
H -0.35 1.08 6.24
H 1.36 1.36 5.83
H 0.95 -0.69 7.29
H 1.79 -1.07 5.78
H -1.13 -1.52 6.49
H 0.05 -2.72 5.95
H -1.37 -2.17 4.08



47
Properties=species:S:1:pos:R:3 method="wB97M-V/def2-TZVPD" homo_energy_ev=-9.80 gap_ev=9.74 smiles="N[C@@H](C=O)CCC=O.O.O.O.O.O.O.O.O.O.O" largest_force_ev_per_a=2.4 relative_energy_kcal_mol=78.2
O 0.60 0.08 1.40
C -0.58 0.32 1.36
C -1.33 0.18 0.01
C -0.67 -1.01 -0.69
C -1.31 -1.39 -2.01
C -1.21 -0.23 -3.01
O -1.99 0.68 -3.02
N -2.76 0.08 0.27
H -1.19 0.64 2.20
H -1.19 1.06 -0.61
H 0.40 -0.88 -0.74
H -0.78 -1.89 -0.04
H -0.80 -2.24 -2.48
H -2.37 -1.68 -1.95
H -0.27 -0.41 -3.58
H -3.06 -0.85 0.54
H -3.23 0.32 -0.59
H 2.71 -2.22 -3.24
H 3.16 -1.01 -2.44
O 2.42 -1.35 -2.95
H -2.69 -1.19 3.65
H -1.44 -2.07 3.53
O -2.09 -1.58 3.02
H 1.63 -3.73 2.26
H 0.25 -3.87 1.86
O 1.09 -3.60 1.46
H 2.66 -2.35 0.27
H 2.85 -0.93 -0.10
O 3.16 -1.83 -0.33
H -0.23 2.93 -1.92
H 0.30 2.91 -0.40
O 0.52 2.98 -1.33
H 2.83 1.71 -1.61
H 1.99 1.80 -2.82
O 2.71 1.27 -2.47
H 1.98 0.69 0.32
H 3.41 0.98 1.11
O 2.92 0.88 0.30
H -1.30 3.15 0.76
H -0.85 4.23 1.65
O -0.77 3.96 0.73
H 0.63 -1.45 2.77
H 0.86 -1.33 4.36
O 0.85 -1.91 3.59
H -3.21 1.49 1.70
H -3.60 2.85 1.36
O -3.01 2.40 1.99



17
Properties=species:S:1:pos:R:3 method="wB97M-V/def2-TZVPD" homo_energy_ev=-21.47 gap_ev=12.50 largest_force_ev_per_a=5.4 relative_energy_kcal_mol=53.2 charge=+2
C -0.61 0.45 -0.17
C 0.00 -0.76 0.50
C 1.43 -0.76 0.00
N 2.11 0.65 0.20
N -2.55 0.07 -0.40
H -0.89 1.26 0.52
H -0.55 0.58 -1.26
H -0.16 -0.49 1.61
H -0.48 -1.71 0.33
H 1.69 -1.00 -1.01
H 1.96 -1.48 0.58
H 3.11 0.67 0.32
H 1.71 1.27 0.92
H 1.99 1.28 -0.61
H -3.21 0.17 0.35
H -2.96 0.66 -1.15
H -2.58 -0.89 -0.73



32
Properties=species:S:1:pos:R:3 method="wB97M-V/def2-TZVPD" homo_energy_ev=-6.04 gap_ev=6.86 largest_force_ev_per_a=9.0 relative_energy_kcal_mol=100.9
C 0.01 -1.53 0.91
C 1.19 -2.46 0.79
C -1.28 0.31 0.20
C 2.38 -0.46 0.09
C 2.46 -2.15 0.44
C 1.07 0.57 0.09
C 3.70 -2.81 0.38
C 0.20 3.09 -0.12
C -4.07 1.31 -0.56
C 1.15 1.88 -0.79
C -3.78 -0.13 -0.51
N -0.04 -0.12 0.34
S -2.71 -0.40 0.91
H -0.94 -2.08 0.42
H -0.14 -1.27 1.96
H 1.10 -3.50 0.91
H -1.33 1.34 -0.22
H 3.07 -0.02 0.77
H 2.85 -0.29 -0.87
H 3.49 -3.75 -0.18
H 4.24 -2.90 1.39
H 4.39 -2.29 -0.27
H -0.12 2.73 0.90
H -0.51 3.21 -0.92
H 0.93 3.85 0.02
H -3.13 1.95 -0.54
H -4.77 1.49 -1.46
H -4.70 1.62 0.32
H 2.24 2.14 -0.83
H 0.89 1.78 -1.86
H -3.25 -0.31 -1.37
H -4.60 -0.81 -0.34



10
Properties=species:S:1:pos:R:3 method="wB97M-V/def2-TZVPD" homo_energy_ev=-9.74 gap_ev=10.64 largest_force_ev_per_a=1.3 relative_energy_kcal_mol=67.2
C 0.44 0.98 0.83
N -0.79 0.63 0.12
C 0.48 -1.13 -1.86
N 1.29 -1.72 -1.29
N -2.06 -1.18 0.95
N -1.41 -0.32 0.60
H 1.16 0.15 0.83
H 0.23 1.27 1.87
H 0.88 1.83 0.31
H -0.27 -0.57 -2.37